No. 1
The following is a DFT calculation (the ωB97M-V functional and the def2-TZVPD basis) of a 5-piece molecular cluster, C74H64BN6O10S overall in a non-equilibrium geometry.

CARTESIAN COORDINATES (ANGSTROEM)
C: -0.40 -0.26 -4.63
C: 0.17 0.89 -3.77
C: 1.44 0.49 -3.01
O: 1.66 1.46 -2.00
C: 2.28 0.98 -0.83
C: 1.46 1.26 0.46
C: 0.12 0.52 0.39
C: 0.01 -0.98 0.77
C: 0.74 -1.97 -0.14
C: -1.51 -1.34 0.62
N: 2.48 1.14 1.54
C: 2.37 0.25 2.66
C: 1.92 0.57 3.92
C: 1.90 -0.39 4.90
C: 2.35 -1.64 4.55
N: 2.84 -1.98 3.37
C: 2.83 -1.03 2.46
C: 3.12 2.32 1.57
N: 4.34 2.59 1.97
B: 5.24 1.50 2.53
N: 5.63 0.36 1.80
O: 5.65 1.62 3.83
N: 2.42 3.38 0.98
C: 1.11 2.75 0.67
S: 0.11 3.63 -0.59
C: 0.28 3.06 2.03
C: 0.82 4.28 2.77
N: 1.58 4.29 3.79
H: 0.31 -1.09 -4.75
H: -0.62 0.15 -5.62
H: -1.35 -0.60 -4.22
H: -0.57 1.12 -3.00
H: 0.35 1.79 -4.36
H: 1.26 -0.52 -2.63
H: 2.27 0.45 -3.73
H: 3.27 1.47 -0.78
H: 2.49 -0.09 -0.94
H: -0.69 1.00 0.95
H: -0.22 0.58 -0.65
H: 0.22 -1.19 1.82
H: 1.83 -1.93 -0.11
H: 0.48 -2.98 0.20
H: 0.35 -1.91 -1.16
H: -2.16 -0.49 0.83
H: -1.72 -2.16 1.31
H: -1.69 -1.71 -0.39
H: 1.58 1.58 4.14
H: 1.52 -0.21 5.90
H: 2.33 -2.42 5.31
H: 3.23 -1.28 1.47
H: 4.68 3.54 1.89
H: 5.41 -0.47 2.34
H: 5.22 0.30 0.87
H: 5.49 2.53 4.12
H: 2.87 3.76 0.15
H: -1.09 3.03 -0.57
H: 0.15 2.18 2.66
H: -0.72 3.34 1.72
H: 0.50 5.24 2.37
H: 1.81 3.33 4.04
C: 6.68 1.89 -3.70
C: 7.24 1.58 -4.94
C: 7.30 0.27 -5.36
C: 6.81 -0.75 -4.55
C: 6.28 -0.44 -3.30
C: 6.21 0.89 -2.88
C: 5.80 -1.52 -2.39
O: 5.32 -1.25 -1.30
C: 5.91 -2.93 -2.84
C: 5.52 -3.95 -1.99
C: 5.61 -5.27 -2.40
C: 6.08 -5.57 -3.67
C: 6.48 -4.56 -4.52
C: 6.41 -3.23 -4.11
C: 6.87 -2.16 -5.03
O: 7.28 -2.42 -6.14
H: 6.63 2.93 -3.38
H: 7.62 2.37 -5.57
H: 7.72 0.02 -6.33
H: 5.78 1.13 -1.92
H: 5.15 -3.72 -1.00
H: 5.31 -6.07 -1.73
H: 6.15 -6.60 -3.99
H: 6.86 -4.79 -5.51
C: -0.37 -4.17 -9.68
C: -0.16 -3.23 -8.68
C: -1.19 -2.86 -7.84
C: -2.45 -3.42 -8.00
C: -2.68 -4.35 -9.02
C: -1.63 -4.73 -9.85
C: -4.03 -4.92 -9.24
O: -4.22 -5.73 -10.12
C: -5.14 -4.48 -8.36
C: -6.43 -4.96 -8.58
C: -7.47 -4.56 -7.76
C: -7.23 -3.69 -6.71
C: -5.96 -3.20 -6.48
C: -4.91 -3.58 -7.31
C: -3.55 -3.02 -7.08
O: -3.34 -2.26 -6.16
H: 0.44 -4.46 -10.33
H: 0.82 -2.78 -8.56
H: -1.02 -2.13 -7.06
H: -1.80 -5.45 -10.63
H: -6.61 -5.64 -9.40
H: -8.47 -4.94 -7.94
H: -8.05 -3.38 -6.06
H: -5.77 -2.51 -5.67
C: -0.55 -6.33 7.15
C: -0.05 -5.25 6.43
C: -0.16 -3.97 6.94
C: -0.78 -3.76 8.16
C: -1.31 -4.84 8.88
C: -1.18 -6.13 8.37
C: -2.02 -4.62 10.17
O: -2.47 -5.56 10.79
C: -2.17 -3.22 10.66
C: -2.88 -2.99 11.83
C: -3.01 -1.70 12.32
C: -2.43 -0.63 11.64
C: -1.73 -0.86 10.46
C: -1.60 -2.15 9.97
C: -0.87 -2.38 8.69
O: -0.35 -1.46 8.09
H: -0.45 -7.33 6.76
H: 0.43 -5.41 5.47
H: 0.22 -3.12 6.39
H: -1.57 -6.97 8.93
H: -3.33 -3.82 12.36
H: -3.57 -1.52 13.23
H: -2.53 0.37 12.02
H: -1.28 -0.03 9.93
C: -2.36 6.03 -1.72
C: -1.51 6.45 -0.70
C: -2.03 7.01 0.45
C: -3.40 7.18 0.59
C: -4.25 6.78 -0.44
C: -3.73 6.19 -1.59
C: -5.73 6.99 -0.33
O: -6.46 6.64 -1.23
C: -6.26 7.64 0.89
C: -7.62 7.90 0.99
C: -8.13 8.50 2.12
C: -7.29 8.84 3.18
C: -5.93 8.59 3.09
C: -5.41 8.00 1.94
C: -3.94 7.77 1.84
O: -3.20 8.07 2.76
H: -1.95 5.57 -2.61
H: -0.44 6.33 -0.80
H: -1.37 7.34 1.25
H: -4.39 5.87 -2.38
H: -8.28 7.63 0.17
H: -9.20 8.70 2.19
H: -7.70 9.30 4.07
H: -5.27 8.86 3.90

Computed properties:
E_HOMO in eV: -11.024
Net charge: +1
Kohn-Sham gap in eV: 8.05
E in Eh: -4362.20787
Molar mass in g mol⁻¹: 1240.237

***

No. 2
The following is a DFT calculation (the ωB97M-V functional and the def2-TZVPD basis) of C74H72N6P3PbSiTe as an isolated structure.

CARTESIAN COORDINATES (ANGSTROEM)
Pb: 0.86 0.14 -0.19
C: 4.23 -2.38 -5.36
C: 4.13 -2.65 -4.00
C: 3.07 -2.14 -3.27
C: 2.10 -1.35 -3.89
C: 2.22 -1.07 -5.25
C: 3.27 -1.59 -5.98
P: 0.71 -0.73 -2.87
C: 0.20 0.75 -3.82
C: 1.15 1.77 -3.96
C: 0.81 2.95 -4.61
C: -0.48 3.14 -5.09
C: -1.43 2.14 -4.93
C: -1.08 0.95 -4.30
C: -0.66 -1.90 -3.19
C: -0.92 -2.29 -4.50
C: -2.02 -3.08 -4.80
C: -2.87 -3.46 -3.77
C: -2.59 -3.08 -2.46
C: -1.46 -2.32 -2.13
Si: -1.13 -1.81 -0.28
C: -3.00 -1.48 0.12
C: -3.81 -2.54 0.57
C: -5.17 -2.40 0.76
C: -5.80 -1.19 0.47
C: -5.03 -0.15 -0.01
C: -3.65 -0.27 -0.18
P: -2.68 1.12 -0.90
C: -3.05 2.49 0.28
C: -4.28 3.15 0.37
C: -4.49 4.13 1.33
C: -3.47 4.47 2.22
C: -2.25 3.83 2.13
C: -2.04 2.85 1.16
C: -3.71 1.57 -2.34
C: -3.86 2.88 -2.77
C: -4.52 3.18 -3.96
C: -5.03 2.16 -4.75
C: -4.86 0.84 -4.35
C: -4.21 0.55 -3.16
C: -0.63 -3.24 0.91
C: -1.26 -3.22 2.17
C: -0.86 -4.01 3.23
C: 0.21 -4.88 3.06
C: 0.87 -4.92 1.85
C: 0.49 -4.09 0.78
P: 1.35 -4.22 -0.84
C: 0.57 -5.94 -1.16
C: -0.67 -5.97 -1.79
C: -1.42 -7.13 -1.88
C: -0.94 -8.31 -1.33
C: 0.31 -8.31 -0.72
C: 1.05 -7.14 -0.64
C: 3.05 -4.91 -0.66
C: 3.89 -4.88 0.45
C: 5.17 -5.41 0.39
C: 5.65 -5.96 -0.79
C: 4.83 -5.97 -1.91
C: 3.55 -5.46 -1.84
H: 5.06 -2.79 -5.93
H: 4.87 -3.25 -3.50
H: 3.00 -2.32 -2.20
H: 1.50 -0.43 -5.74
H: 3.36 -1.37 -7.04
H: 2.15 1.63 -3.57
H: 1.56 3.73 -4.72
H: -0.74 4.07 -5.58
H: -2.44 2.29 -5.28
H: -1.83 0.18 -4.18
H: -0.27 -1.97 -5.31
H: -2.22 -3.38 -5.82
H: -3.75 -4.07 -3.98
H: -3.27 -3.40 -1.68
H: -3.35 -3.50 0.78
H: -5.75 -3.24 1.13
H: -6.86 -1.08 0.60
H: -5.53 0.78 -0.28
H: -5.08 2.92 -0.32
H: -5.45 4.63 1.39
H: -3.64 5.23 2.97
H: -1.44 4.08 2.81
H: -1.07 2.36 1.12
H: -3.45 3.69 -2.17
H: -4.63 4.21 -4.27
H: -5.54 2.39 -5.67
H: -5.24 0.03 -4.96
H: -4.09 -0.49 -2.86
H: -2.10 -2.56 2.33
H: -1.38 -3.96 4.17
H: 0.54 -5.52 3.87
H: 1.69 -5.60 1.72
H: -1.05 -5.06 -2.24
H: -2.38 -7.12 -2.37
H: -1.52 -9.22 -1.37
H: 0.71 -9.22 -0.29
H: 2.03 -7.17 -0.17
H: 3.55 -4.40 1.36
H: 5.79 -5.38 1.27
H: 6.65 -6.36 -0.83
H: 5.20 -6.38 -2.85
H: 2.91 -5.49 -2.72
C: 1.94 2.94 5.83
N: 0.78 2.07 5.83
C: 0.79 1.12 6.93
C: 0.17 1.68 4.63
N: 0.71 1.68 3.45
C: 2.09 1.46 3.38
C: 2.60 0.40 4.10
C: 3.98 0.14 4.17
C: 4.85 0.96 3.52
C: 4.36 2.01 2.70
C: 5.31 2.79 2.00
C: 4.91 3.76 1.13
C: 3.53 3.96 0.93
C: 2.56 3.25 1.61
N: 1.25 3.43 1.14
C: 0.82 4.61 0.86
N: 1.06 5.76 1.60
C: 1.41 5.62 3.00
C: 1.59 6.94 0.96
N: 0.08 4.83 -0.27
C: -1.01 5.78 -0.33
C: 0.09 3.85 -1.34
C: 2.96 2.25 2.56
N: -1.14 1.30 4.79
C: -1.98 1.74 5.87
C: -1.70 0.25 3.96
H: 2.88 2.39 5.84
H: 1.89 3.58 6.71
H: 1.93 3.57 4.95
H: 0.60 1.63 7.88
H: 1.76 0.61 6.99
H: 0.02 0.36 6.78
H: 1.91 -0.26 4.60
H: 4.33 -0.70 4.75
H: 5.92 0.80 3.57
H: 6.37 2.56 2.13
H: 5.62 4.34 0.57
H: 3.21 4.66 0.17
H: 0.95 4.71 3.37
H: 1.02 6.47 3.56
H: 2.49 5.56 3.16
H: 1.51 6.85 -0.12
H: 2.65 7.07 1.21
H: 1.05 7.84 1.27
H: -1.02 6.40 0.56
H: -1.97 5.27 -0.41
H: -0.90 6.43 -1.21
H: -0.01 4.36 -2.30
H: -0.71 3.11 -1.26
H: 1.03 3.30 -1.31
H: -1.48 2.50 6.46
H: -2.26 0.90 6.53
H: -2.91 2.16 5.47
H: -1.76 -0.68 4.53
H: -2.71 0.52 3.64
H: -1.08 0.09 3.09
Te: 2.78 -1.65 0.60

Computed properties:
E_HOMO in eV: -2.947
Net charge: -1
Kohn-Sham gap in eV: 5.12
E in Eh: -4966.12092
Molar mass in g mol⁻¹: 1501.240

***

No. 3
The following is a DFT calculation (the ωB97M-V functional and the def2-TZVPD basis) of a 11-piece molecular cluster, C74H82F10NO7P overall in a non-equilibrium geometry.

CARTESIAN COORDINATES (ANGSTROEM)
C: -2.29 -1.09 -5.77
C: -0.99 -0.76 -6.48
O: 0.12 -0.86 -5.59
C: 1.20 -1.63 -6.11
C: 0.95 -3.13 -6.09
O: 1.45 -3.81 -4.99
C: 0.98 -3.26 -3.80
C: 1.13 -4.24 -2.68
O: 1.89 -3.69 -1.61
C: 1.30 -3.83 -0.35
C: 0.76 -2.50 0.23
C: 0.25 -1.59 -0.88
O: -0.86 -2.20 -1.49
C: -1.66 -1.26 -2.22
N: 1.69 -1.87 1.17
C: 1.07 -1.25 2.35
C: -0.13 -0.34 2.18
C: 0.22 1.07 1.71
C: -0.77 -0.24 3.58
P: 2.95 -1.01 0.50
O: 3.82 -0.60 1.58
O: 2.49 0.32 -0.27
O: 3.80 -1.90 -0.49
H: -3.09 -1.15 -6.49
H: -2.55 -0.32 -5.06
H: -2.23 -2.05 -5.27
H: -0.83 -1.44 -7.31
H: -1.02 0.26 -6.86
H: 2.06 -1.39 -5.51
H: 1.44 -1.29 -7.11
H: 1.37 -3.54 -7.00
H: -0.13 -3.29 -6.13
H: 1.58 -2.39 -3.57
H: -0.07 -3.00 -3.92
H: 1.71 -5.06 -3.09
H: 0.17 -4.61 -2.36
H: 2.08 -4.13 0.33
H: 0.55 -4.60 -0.31
H: -0.12 -2.79 0.79
H: -0.05 -0.62 -0.50
H: 1.02 -1.39 -1.63
H: -1.28 -1.13 -3.23
H: -1.75 -0.31 -1.72
H: -2.65 -1.68 -2.32
H: 0.74 -2.07 2.98
H: 1.80 -0.72 2.93
H: -0.91 -0.73 1.53
H: 1.16 1.41 2.12
H: -0.53 1.78 2.04
H: 0.26 1.16 0.64
H: -1.47 -1.05 3.74
H: -1.27 0.70 3.71
H: 0.01 -0.31 4.32
H: 2.78 0.24 -1.20
H: 3.43 -1.93 -1.39
F: 2.08 0.75 -3.42
C: 2.86 1.72 -3.98
C: 2.72 2.01 -5.31
C: 3.55 2.98 -5.87
C: 4.51 3.61 -5.09
C: 4.63 3.29 -3.74
C: 3.79 2.35 -3.18
H: 1.98 1.49 -5.91
H: 3.45 3.23 -6.91
H: 5.16 4.35 -5.53
H: 5.38 3.78 -3.13
H: 3.86 2.07 -2.13
F: 1.45 3.03 3.79
C: 1.89 2.92 5.06
C: 1.35 3.74 6.03
C: 1.80 3.61 7.33
C: 2.78 2.67 7.65
C: 3.31 1.86 6.65
C: 2.86 1.98 5.34
H: 0.59 4.46 5.76
H: 1.39 4.24 8.11
H: 3.13 2.58 8.66
H: 4.07 1.14 6.89
H: 3.25 1.35 4.55
F: 1.17 -6.84 5.61
C: 2.21 -6.41 4.86
C: 3.39 -7.13 4.87
C: 4.45 -6.68 4.10
C: 4.32 -5.52 3.34
C: 3.13 -4.81 3.36
C: 2.06 -5.26 4.12
H: 3.46 -8.02 5.47
H: 5.38 -7.23 4.08
H: 5.15 -5.17 2.75
H: 3.03 -3.90 2.77
H: 1.12 -4.72 4.14
F: -2.64 2.88 -5.16
C: -2.13 2.90 -3.91
C: -2.81 3.58 -2.92
C: -2.29 3.59 -1.63
C: -1.10 2.93 -1.36
C: -0.43 2.26 -2.38
C: -0.95 2.24 -3.66
H: -3.73 4.09 -3.15
H: -2.81 4.11 -0.85
H: -0.68 2.94 -0.36
H: 0.51 1.76 -2.17
H: -0.44 1.71 -4.46
F: -2.43 -4.70 -2.44
C: -2.57 -5.34 -1.23
C: -2.45 -4.64 -0.03
C: -2.60 -5.32 1.16
C: -2.86 -6.69 1.16
C: -2.97 -7.37 -0.04
C: -2.83 -6.70 -1.25
H: -2.24 -3.58 -0.04
H: -2.52 -4.79 2.10
H: -2.97 -7.22 2.10
H: -3.17 -8.43 -0.04
H: -2.92 -7.22 -2.19
F: 1.34 8.10 -1.44
C: 1.45 7.18 -0.47
C: 1.33 7.57 0.85
C: 1.44 6.62 1.85
C: 1.65 5.29 1.53
C: 1.76 4.91 0.19
C: 1.66 5.86 -0.82
H: 1.16 8.62 1.08
H: 1.34 6.92 2.89
H: 1.72 4.54 2.31
H: 1.91 3.87 -0.06
H: 1.72 5.58 -1.86
F: -1.39 9.03 2.79
C: -2.29 8.75 1.82
C: -2.13 7.61 1.07
C: -3.06 7.31 0.08
C: -4.13 8.16 -0.14
C: -4.28 9.31 0.63
C: -3.36 9.60 1.63
H: -1.28 6.96 1.25
H: -2.94 6.42 -0.51
H: -4.86 7.93 -0.91
H: -5.11 9.97 0.46
H: -3.46 10.49 2.24
F: -5.03 4.37 -0.79
C: -5.87 4.84 0.16
C: -5.39 5.01 1.45
C: -6.24 5.51 2.42
C: -7.56 5.81 2.10
C: -8.02 5.62 0.81
C: -7.17 5.14 -0.17
H: -4.36 4.77 1.67
H: -5.88 5.66 3.43
H: -8.22 6.19 2.87
H: -9.05 5.86 0.56
H: -7.51 4.99 -1.19
F: 7.43 -8.30 5.29
C: 7.85 -7.20 5.95
C: 8.70 -6.32 5.30
C: 9.13 -5.18 5.97
C: 8.71 -4.95 7.28
C: 7.86 -5.84 7.91
C: 7.42 -6.98 7.24
H: 9.02 -6.53 4.29
H: 9.78 -4.48 5.48
H: 9.05 -4.06 7.80
H: 7.54 -5.66 8.92
H: 6.75 -7.69 7.71
F: -5.70 -1.57 -6.61
C: -6.14 -2.32 -5.58
C: -5.33 -3.33 -5.10
C: -5.80 -4.11 -4.01
C: -7.06 -3.84 -3.47
C: -7.84 -2.82 -3.99
C: -7.38 -2.05 -5.05
H: -4.37 -3.50 -5.55
H: -5.19 -4.90 -3.60
H: -7.42 -4.43 -2.64
H: -8.81 -2.62 -3.57
H: -7.97 -1.25 -5.45

Computed properties:
SMILES: CCOCCOCCOC[C@H](COC)N(CC(C)C)P(=O)(O)O.Fc1ccccc1.Fc1ccccc1.Fc1ccccc1.Fc1ccccc1.Fc1ccccc1.Fc1ccccc1.Fc1ccccc1.Fc1ccccc1.Fc1ccccc1.Fc1ccccc1
Relative energy (zero: lowest compared OMol25 entry of this formula, charge and spin) in kJ/mol: 0.0
E_HOMO in eV: -9.052
Kohn-Sham gap in eV: 9.55
E in Eh: -4790.46185
Molar mass in g mol⁻¹: 1318.424